## P
C2H4N4O | wB97M-V/def2-TZVPD

Properties
* HOMO energy: -8.6 eV

Structure (XYZ):
```
11
C2H4N4O wB97M-V/def2-TZVPD
N -1.659 1.398 -0.548
C -0.572 0.574 -0.319
N 0.516 0.625 -1.061
N 1.310 -0.296 -0.435
C 0.656 -0.830 0.597
O 1.255 -1.769 1.343
N -0.547 -0.318 0.720
H -1.636 1.810 -1.471
H -2.544 0.954 -0.346
H 2.252 -0.481 -0.738
H 0.969 -1.666 2.259
```

***

## Q
C2H4N4O | wB97M-V/def2-TZVPD

Properties
* HOMO energy: -9.5 eV

Structure (XYZ):
```
11
C2H4N4O wB97M-V/def2-TZVPD
H -1.799 -0.885 1.543
N -0.926 -0.612 1.094
C -1.157 -0.079 -0.030
O -2.374 0.145 -0.553
N -0.127 0.427 -0.877
N 0.842 -0.759 -1.418
C 1.141 0.017 -0.481
N 2.073 0.444 0.382
H -2.238 0.579 -1.410
H 2.855 -0.176 0.540
H 1.711 0.898 1.209
```

***

Short version: P is the most stable of them.

***

## P
C2H4N4O | wB97M-V/def2-TZVPD

Properties
* HOMO energy: -9.4 eV

Structure (XYZ):
```
11
C2H4N4O wB97M-V/def2-TZVPD
C 0.695 -0.128 0.376
C -1.290 0.252 -0.266
H 2.914 -0.433 0.565
H 2.147 -0.083 2.493
H -3.196 1.307 -0.289
H -0.630 -0.548 -1.984
N 2.093 0.055 0.943
N -0.380 0.394 0.779
N -2.410 0.652 -0.850
N -0.663 -0.796 -1.017
O 0.720 -0.672 -0.751
```

***

## Q
C2H4N4O | wB97M-V/def2-TZVPD

Properties
* HOMO energy: -10.6 eV

Structure (XYZ):
```
11
C2H4N4O wB97M-V/def2-TZVPD
C 0.226 1.189 1.043
C 0.139 0.392 -0.223
N 0.477 0.802 -1.450
N 0.279 -0.210 -2.272
N -0.186 -1.240 -1.625
N -0.248 -0.857 -0.372
O -0.633 -1.702 0.616
H -0.765 1.362 1.465
H 0.649 2.145 0.830
H 0.783 0.653 1.849
H -0.722 -2.533 0.139
```

***

## R
C2H4N4O | wB97M-V/def2-TZVPD

Properties
* HOMO energy: -9.0 eV

Structure (XYZ):
```
11
C2H4N4O wB97M-V/def2-TZVPD
H -1.725 -0.367 1.977
N -1.967 -0.398 1.002
C -0.803 -0.164 0.454
N 0.528 -0.177 1.022
N 1.577 0.123 0.216
C 1.472 -0.018 -1.087
O 0.299 -0.408 -1.568
N -0.649 0.433 -0.790
H 0.605 0.158 2.036
H 2.194 0.340 -1.724
H -1.531 0.478 -1.537
```

***

## S
C2H4N4O | wB97M-V/def2-TZVPD

Properties
* HOMO energy: -8.6 eV

Structure (XYZ):
```
11
C2H4N4O wB97M-V/def2-TZVPD
O 0.318 2.142 0.970
N -0.748 1.330 0.526
C -0.360 0.159 -0.127
C 0.772 -0.619 -0.027
N 0.454 -1.715 -0.715
N -0.784 -1.652 -1.214
N -1.271 -0.530 -0.867
H 0.355 2.039 1.937
H -1.346 1.902 -0.087
H 1.685 -0.491 0.497
H 0.923 -2.567 -0.893
```

***

Short version: S is the most stable of them.

***

## P
C2H4N4O | wB97M-V/def2-TZVPD

Properties
* HOMO energy: -9.5 eV

Structure (XYZ):
```
11
C2H4N4O wB97M-V/def2-TZVPD
H 1.691 -1.258 1.374
N 0.852 -0.790 1.031
C 0.880 -0.702 -0.232
O 1.860 -1.165 -1.024
N -0.204 -0.152 -0.970
N -0.132 1.469 -1.046
C -0.877 0.832 -0.260
N -1.840 0.874 0.667
H 1.614 -0.962 -1.940
H -2.003 1.771 1.103
H -1.841 0.082 1.297
```

***

## Q
C2H4N4O | wB97M-V/def2-TZVPD

Properties
* HOMO energy: -9.4 eV

Structure (XYZ):
```
11
C2H4N4O wB97M-V/def2-TZVPD
C 2.529 0.261 0.023
N 1.426 -0.655 -0.027
C 0.245 -0.265 -0.013
N -0.347 0.953 -0.068
N -1.712 0.871 0.039
N -2.034 -0.349 0.029
O -0.828 -1.119 -0.013
H 3.468 -0.348 0.006
H 2.560 0.731 1.030
H 2.510 0.980 -0.836
H 0.105 1.874 0.035
```

***

## R
C2H4N4O | wB97M-V/def2-TZVPD

Properties
* HOMO energy: -9.0 eV

Structure (XYZ):
```
11
C2H4N4O wB97M-V/def2-TZVPD
C -0.141 0.638 -0.153
C 0.562 -0.460 -0.124
H 1.156 2.205 1.084
H -0.561 2.925 -0.282
H 2.196 -1.252 -1.028
H 2.528 0.091 0.031
N 0.545 1.901 -0.109
N -1.598 0.515 0.064
N -1.602 -0.765 0.129
N 1.985 -0.775 0.248
O -0.395 -1.395 -0.059
```

***

Short version: P is the most stable of them.

***

## P
C2H4N4O | wB97M-V/def2-TZVPD

Properties
* HOMO energy: -10.3 eV

Structure (XYZ):
```
11
C2H4N4O wB97M-V/def2-TZVPD
H 2.981 -0.384 -1.117
N 2.370 0.425 -1.014
C 1.249 0.034 -0.612
N 0.874 -1.340 -0.273
N -0.170 -1.323 0.388
C -0.600 0.084 0.595
N -1.990 0.235 0.497
O 0.198 0.827 -0.338
H -0.262 0.366 1.599
H -2.280 1.193 0.650
H -2.369 -0.115 -0.374
```

***

## Q
C2H4N4O | wB97M-V/def2-TZVPD

Properties
* HOMO energy: -8.4 eV

Structure (XYZ):
```
11
C2H4N4O wB97M-V/def2-TZVPD
H 0.233 2.500 0.049
N -0.598 1.912 -0.146
C 0.171 0.840 -0.121
N 1.531 0.618 0.060
C 1.725 -0.602 -0.025
O 0.476 -1.236 -0.178
N -0.374 -0.464 -0.435
N -1.566 -0.888 0.157
H 2.630 -1.271 0.163
H -1.790 -0.340 0.866
H -2.438 -1.068 -0.393
```

***

## R
C2H4N4O | wB97M-V/def2-TZVPD

Properties
* HOMO energy: -9.8 eV

Structure (XYZ):
```
11
C2H4N4O wB97M-V/def2-TZVPD
C 1.243 1.302 0.178
N 0.245 0.533 -0.301
N -1.020 0.873 -0.086
N -1.799 -0.068 0.090
N -1.042 -1.149 0.198
C 0.416 -0.739 0.028
O 1.499 -1.416 -0.127
H 1.205 1.916 1.068
H 2.210 0.869 0.417
H 1.344 2.308 -0.368
H -1.388 1.533 -0.640
```

***

## S
C2H4N4O | wB97M-V/def2-TZVPD

Properties
* HOMO energy: -8.8 eV

Structure (XYZ):
```
11
C2H4N4O wB97M-V/def2-TZVPD
H -2.657 -1.152 -0.053
N -2.604 -0.066 0.117
C -1.419 0.257 -0.055
N -0.367 -0.516 -0.150
C 0.801 0.380 -0.110
N 1.990 -0.148 0.157
N 0.417 1.574 -0.091
O -0.984 1.568 0.043
H -0.351 -1.413 0.147
H 2.284 -0.894 -0.379
H 2.891 0.410 0.375
```

***

Short version: P is the most stable of them.

***

## P
C2H4N4O | wB97M-V/def2-TZVPD

Properties
* HOMO energy: -9.4 eV

Structure (XYZ):
```
11
C2H4N4O wB97M-V/def2-TZVPD
H 1.011 -2.062 0.971
N 0.040 -2.049 0.612
C -0.147 -0.991 -0.041
N -1.324 -0.636 -0.611
N 0.968 -0.024 -0.097
N 0.682 1.317 -0.252
C 0.468 2.261 0.455
O 0.201 3.308 0.882
H -1.465 0.332 -0.850
H -2.127 -1.168 -0.319
H 1.692 -0.287 -0.749
```

***

## Q
C2H4N4O | wB97M-V/def2-TZVPD

Properties
* HOMO energy: -9.1 eV

Structure (XYZ):
```
11
C2H4N4O wB97M-V/def2-TZVPD
N -2.034 0.883 -0.272
C -0.723 0.331 -0.091
N -0.631 1.578 0.167
N 1.626 0.518 0.466
C 1.176 -0.627 0.134
O 1.919 -1.751 0.069
N -0.169 -0.822 -0.199
H -2.733 0.774 0.455
H -2.372 1.072 -1.208
H 2.614 0.508 0.685
H 1.327 -2.463 -0.207
```

***

## R
C2H4N4O | wB97M-V/def2-TZVPD

Properties
* HOMO energy: -8.5 eV

Structure (XYZ):
```
11
C2H4N4O wB97M-V/def2-TZVPD
N 2.229 0.232 0.282
C 0.890 0.150 -0.083
N 0.486 -1.049 -0.449
N -0.861 -0.924 -0.397
C -1.198 0.304 0.004
O -2.509 0.379 0.338
N -0.124 1.073 0.148
H 2.674 -0.666 0.127
H 2.827 1.008 0.053
H -1.452 -1.735 -0.334
H -2.963 1.227 0.312
```

***

## S
C2H4N4O | wB97M-V/def2-TZVPD

Properties
* HOMO energy: -8.6 eV

Structure (XYZ):
```
11
C2H4N4O wB97M-V/def2-TZVPD
N 2.166 0.374 0.111
C 0.832 0.023 0.063
N 0.437 -1.226 0.243
N -0.916 -1.097 0.178
C -1.231 0.154 -0.135
O -2.483 0.557 -0.302
N -0.164 0.931 -0.160
H 2.800 -0.401 -0.047
H 2.390 1.195 -0.431
H -1.525 -1.892 0.134
H -2.305 1.383 0.347
```

***

Short version: S is the most stable of them.